No. 1
Entry from the OMol25 dataset: a molecular structure, C10H6Cl3F6N3O7RhS2 in a non-equilibrium geometry (ωB97M-V/def2-TZVPD).

```
38
Properties=species:S:1:pos:R:3:forces:R:3:lowdin_charge:R:1
Rh -1.3799 -0.5142 -0.3531 -2.4 0.0 0.8 1.3229
F 1.0753 1.6833 3.6173 -0.1 -0.1 0.0 0.1823
C 0.7303 0.5047 3.1386 0.1 0.1 -0.2 -0.6627
F 1.0790 -0.4501 3.9764 -0.2 0.0 0.0 0.1858
F 1.3555 0.3054 1.9680 -0.1 0.1 0.1 0.1246
S -1.1135 0.4614 2.8012 0.7 0.4 0.4 0.6797
O -1.2500 -0.6542 1.8366 0.3 -0.2 -1.3 -0.3702
O -1.7864 0.3080 4.0299 -0.1 -0.1 0.1 -0.1786
N -1.3600 1.8681 2.1307 -0.1 0.1 -0.2 -0.2626
S -1.4246 2.0344 0.5904 0.1 0.7 0.7 0.6646
O -0.2673 1.4274 -0.1055 0.3 -0.9 -0.7 -0.3517
O -2.6631 1.6055 -0.0251 -0.1 -0.6 -0.2 -0.2626
C -1.1991 3.8696 0.3766 0.1 0.0 0.1 -0.6858
F 0.0739 4.1311 0.6170 -0.1 0.0 0.0 0.1827
F -1.5024 4.1623 -0.8730 0.0 -0.1 0.0 0.1870
F -1.9794 4.5185 1.2084 0.0 -0.1 0.0 0.1999
N 5.3653 -0.8469 -1.6639 0.1 0.1 0.0 0.1981
C 4.6283 -1.0073 -0.5477 -0.1 -0.1 0.1 -0.4946
O 5.0643 -0.9880 0.5805 0.0 0.0 0.0 0.1063
C 3.1386 -1.2133 -0.7499 0.1 0.0 0.0 -0.0808
C 2.4067 -0.5632 -1.7382 -0.1 -0.2 0.0 0.0347
C 1.0363 -0.7253 -1.7591 0.3 -0.2 -0.3 -0.0951
N 0.4119 -1.4897 -0.8508 -1.2 1.2 0.5 -0.0449
C 1.1079 -2.1423 0.0879 0.0 -0.3 0.2 -0.0686
C 2.4805 -2.0392 0.1533 0.0 0.0 -0.1 0.0412
H 6.3612 -0.7433 -1.5530 0.0 0.0 0.0 0.1301
H 5.0044 -0.9690 -2.5922 -0.1 -0.1 0.0 0.1095
H 2.8751 0.0867 -2.4638 0.0 0.0 0.0 0.1322
H 0.4262 -0.2646 -2.5272 -0.1 0.1 0.2 0.1347
H 0.5511 -2.7520 0.7873 -0.1 0.1 0.0 0.1391
H 3.0403 -2.5514 0.9233 0.0 0.0 0.0 0.1434
Cl -5.4502 0.2539 -2.9449 -0.1 0.0 -0.1 0.6785
C -5.1977 -1.0159 -1.7625 0.6 0.1 0.2 -1.5433
Cl -6.2749 -0.8343 -0.3937 0.0 0.0 0.0 0.6911
Cl -5.3515 -2.6160 -2.4968 0.0 0.0 0.0 0.6748
C -3.7197 -0.9519 -1.2716 -1.3 -0.2 -0.7 -0.7876
O -2.8091 -0.7254 -2.0978 1.6 0.3 0.6 -0.0301
O -3.4834 -1.1631 -0.0534 2.0 -0.2 0.0 -0.0238
```
Forces are in eV/Å.

Total charge ... +1
Largest force on an atom ... 0.0488 Eh/bohr
Energy relative to the best compared isomer or geometry (same formula, charge and spin) ... 64.41 kcal per mole
Highest occupied orbital energy (alpha / beta) ... -13.6 / -13.6 eV
Frontier orbital gap (alpha / beta) ... 6.629 / 6.291 eV

=====

No. 2
Entry from the OMol25 dataset: a molecular structure, C46H105N5O18Pt2 in a non-equilibrium geometry (ωB97M-V/def2-TZVPD).

```
176
Properties=species:S:1:pos:R:3:forces:R:3:lowdin_charge:R:1
Pt -4.4936 -0.9656 -2.8665 -0.5 0.3 -0.6 1.3708
Pt 1.2263 1.9243 2.4462 1.8 -0.6 -0.2 1.2158
C -0.4093 -2.0622 -1.5155 -2.2 0.1 -1.7 0.1804
C -1.6655 -1.4662 -2.0017 2.2 1.1 1.5 -0.2373
C -2.0085 -0.0221 -1.5121 3.3 -0.4 2.9 -0.2779
O -3.1253 0.3686 -1.7412 -1.9 1.0 -1.1 -0.0370
C -1.0699 0.6811 -0.5631 -3.0 -1.8 -3.0 0.0807
C 0.0796 0.0629 -0.1943 2.0 2.6 2.3 -0.2982
C 0.3633 -1.3793 -0.5951 2.6 0.1 2.3 -0.2977
O 1.2606 -2.0351 -0.0316 -0.7 1.1 -0.3 0.1347
O 0.9349 0.7474 0.5580 -1.0 -2.1 -0.8 -0.1950
O -2.4750 -2.0678 -2.6591 -1.0 -0.9 -0.6 0.0114
H -0.1140 -3.0735 -1.7533 0.0 -0.1 -0.1 0.1371
H -1.4149 1.6569 -0.2547 0.4 0.1 0.2 0.1244
C 5.4247 -4.6203 -0.9665 0.1 -0.6 -0.4 -0.0788
C 4.0424 -4.6927 -0.3657 -0.5 -0.2 -1.2 -0.3176
O 3.7744 -3.5950 0.4849 0.5 0.2 0.7 -0.0765
H 6.0855 -5.0917 -0.2390 0.6 0.8 -0.1 0.0820
H 5.6952 -3.6540 -1.3920 0.2 0.3 0.8 0.0586
H 5.5131 -5.2546 -1.8486 -0.3 -0.4 0.0 0.0773
H 3.9889 -5.6734 0.1070 -0.2 0.2 0.8 0.1146
H 3.3016 -4.7801 -1.1605 -0.3 0.4 -0.2 0.0874
H 2.9672 -3.1095 0.2995 -0.1 -0.5 -0.4 0.0207
C -3.6911 2.6983 -4.2770 -0.6 1.4 0.0 -0.0565
C -4.9414 2.1565 -3.5616 1.2 0.8 -1.0 -0.2593
O -5.1396 0.9049 -4.2243 -0.8 -0.6 0.8 -0.1747
H -2.8574 1.9987 -4.3357 -0.1 0.1 0.3 0.0489
H -3.3775 3.7038 -3.9964 0.3 -0.2 1.0 0.0835
H -3.9888 2.9966 -5.2823 -0.1 -0.8 -0.5 0.0881
H -5.7919 2.7914 -3.8099 0.0 0.2 0.5 0.1316
H -4.8551 2.0061 -2.4855 0.0 0.0 -0.2 0.0655
H -5.6260 1.1372 -5.0187 -0.2 -0.7 -0.3 0.1167
C 1.2472 4.9173 -3.6998 -0.5 -1.7 -0.1 -0.0559
O 1.2653 3.7748 -4.6270 0.0 0.4 0.2 -0.1949
C 0.2776 2.7278 -4.4078 0.7 1.8 0.3 -0.2000
C 0.7156 1.6296 -3.4502 2.7 0.5 -1.0 -0.1678
N 1.9817 0.9885 -3.9919 -1.4 -1.0 0.6 -0.0180
C 2.3196 -0.2472 -3.2933 0.0 -0.1 -1.3 -0.2230
C 3.7031 -0.8294 -3.6432 0.5 0.9 1.3 -0.1780
O 4.7822 -0.0390 -3.0275 0.2 -0.2 -0.9 -0.2247
C 6.1579 -0.5994 -3.2677 -2.8 -1.4 0.6 -0.0317
H 1.8549 5.7845 -3.9583 0.2 -0.6 -0.9 0.0912
H 1.6579 4.5412 -2.7628 -0.3 0.2 0.4 0.0613
H 0.2249 5.2830 -3.6038 -0.1 -0.1 0.3 0.0814
H 0.0676 2.3139 -5.3940 0.2 -0.1 0.0 0.1258
H -0.6371 3.2135 -4.0677 -0.3 -0.1 0.3 0.0961
H -0.1466 0.9708 -3.3465 0.3 -0.6 -0.1 0.0907
H 1.0601 1.9654 -2.4721 -0.9 0.5 0.5 0.1065
H 2.7918 1.5916 -3.9821 -0.3 0.6 0.1 0.1134
H 1.5952 -0.9891 -3.6292 -0.1 -0.5 -0.6 0.0893
H 2.0868 -0.3313 -2.2318 0.7 0.9 0.8 0.0909
H 3.8593 -0.9293 -4.7173 -0.1 0.2 -0.1 0.1294
H 3.6226 -1.8247 -3.2060 0.7 -0.4 0.1 0.1062
H 6.4242 -0.6744 -4.3220 0.1 0.6 0.1 0.0901
H 5.9522 -1.6160 -2.9326 0.8 -0.5 -0.1 0.0573
H 6.9091 -0.2003 -2.5862 -0.4 0.6 -0.4 0.0856
C -2.4041 -0.9269 -5.4937 -0.4 -0.2 -1.2 -0.0244
O -3.7744 -1.2342 -5.1000 0.0 -0.6 0.8 -0.2982
C -4.1169 -2.6395 -5.2999 -0.8 -0.8 0.7 -0.1323
C -5.5951 -2.9134 -4.7952 0.8 0.6 -3.2 -0.1602
N -5.8571 -2.6444 -3.4171 0.7 1.1 -0.2 -0.1479
C -5.2846 -3.6623 -2.6367 0.5 -3.0 5.2 -0.1979
C -5.3791 -3.3395 -1.0480 0.5 -0.7 -1.9 -0.1264
O -4.6718 -2.1163 -0.8700 -0.4 -0.7 0.2 -0.3271
C -4.6670 -1.6930 0.4793 0.5 1.1 0.2 -0.0526
H -1.6489 -1.6107 -5.1059 -0.3 -0.4 0.0 0.0761
H -2.0512 0.0820 -5.2799 -0.8 0.1 0.6 0.0819
H -2.4856 -0.9573 -6.5802 0.7 -0.3 -0.1 0.1157
H -3.4269 -3.2944 -4.7679 0.3 0.2 0.2 0.0996
H -4.0458 -2.9297 -6.3482 -0.1 0.3 -0.1 0.1430
H -6.0202 -3.8985 -4.9879 1.0 -0.6 -0.5 0.1441
H -6.2166 -2.3073 -5.4543 -0.2 0.5 0.4 0.1369
H -6.8051 -2.9812 -3.3280 -1.1 1.8 0.3 0.1566
H -4.2607 -4.0200 -2.7451 0.1 0.8 -0.9 0.1278
H -5.9006 -4.5572 -2.7252 0.1 -0.4 -0.2 0.1410
H -4.8753 -4.0995 -0.4508 0.3 -0.3 -0.4 0.1353
H -6.3918 -3.3695 -0.6461 -0.3 0.8 -0.3 0.1356
H -5.6771 -1.3733 0.7354 0.2 0.2 0.4 0.1093
H -3.9298 -0.8902 0.4892 -0.5 0.4 0.2 0.0730
H -4.2534 -2.3988 1.1997 -0.4 -0.7 -0.3 0.1093
C -4.2164 3.6821 -0.3118 -1.6 -0.5 -0.2 -0.1035
O -4.8661 3.2160 0.8331 0.2 0.0 1.9 -0.2009
C -5.3170 1.8481 0.7850 -0.6 2.5 0.6 -0.1875
C -6.2935 1.6944 1.9759 0.0 -0.6 -1.3 -0.2416
N -5.5666 1.7981 3.1743 -0.2 0.7 2.2 -0.0555
C -6.3321 1.4709 4.4398 1.7 -1.6 -0.5 -0.1446
C -5.4597 1.5572 5.7325 -1.3 1.4 -1.6 -0.2273
O -5.3509 2.9463 5.8776 0.2 2.0 3.5 -0.1924
C -5.3840 3.3736 7.3044 1.4 0.3 0.1 -0.0730
H -5.0861 3.6921 -0.9688 0.7 0.1 -1.5 0.0867
H -3.4206 2.9893 -0.5853 0.2 0.1 -0.5 0.0637
H -3.8746 4.7149 -0.2451 0.1 -0.2 0.6 0.1011
H -4.3961 1.2691 0.8531 -0.2 -0.8 -0.1 0.0947
H -5.8820 1.7399 -0.1409 0.1 -0.6 -0.4 0.1155
H -6.7854 0.7233 1.9197 -0.2 -0.7 -0.4 0.1000
H -7.1218 2.3948 1.8699 0.3 0.4 0.1 0.1345
H -4.7340 1.2525 3.0037 0.2 -0.2 1.0 0.0967
H -6.6732 0.4360 4.4099 -0.3 -0.4 -0.3 0.0992
H -7.2334 2.0742 4.5486 0.4 0.4 -0.1 0.1279
H -4.4474 1.1675 5.6250 0.0 -0.6 -0.1 0.1124
H -6.0020 1.1403 6.5811 0.1 -0.4 -0.1 0.1194
H -4.6800 4.1616 7.5719 0.3 0.6 -1.3 0.0717
H -4.9520 2.6768 8.0228 -0.5 -1.1 -0.4 0.0772
H -6.2774 3.7948 7.7653 -0.8 -0.6 -0.9 0.0867
C 1.0628 3.2893 5.6099 -1.2 -1.2 0.9 -0.0641
O 1.7126 3.1420 4.3526 -1.7 0.5 -0.7 -0.3324
C 2.8717 3.9385 4.3094 2.2 -1.3 -0.4 -0.1589
C 3.4677 4.0775 2.9038 0.5 1.5 1.1 -0.1526
N 3.0739 3.0316 1.9861 -0.4 1.1 -2.0 -0.1321
C 3.0646 3.5835 0.5987 -0.6 1.0 -1.2 -0.1551
C 4.4475 4.0469 -0.0104 -0.8 -0.3 2.6 -0.1273
O 5.0579 5.1931 0.6640 -2.1 -1.0 -0.5 -0.1777
C 6.1497 5.5895 -0.0839 2.2 0.1 -0.9 -0.1338
H 0.1852 2.6432 5.5872 -0.5 0.6 -0.4 0.0979
H 0.8470 4.3199 5.8917 -0.1 0.0 -0.5 0.1131
H 1.5525 2.8169 6.4614 1.2 0.2 -0.2 0.1049
H 3.5335 3.2508 4.8359 0.8 0.9 0.7 0.1335
H 2.7693 4.9256 4.7603 -0.2 -0.3 0.2 0.1481
H 4.5558 4.0159 2.9164 0.2 0.0 0.8 0.1415
H 3.3907 5.1121 2.5696 -0.9 -0.3 -0.7 0.1363
H 3.9020 2.4533 1.9828 0.0 -1.2 0.0 0.0630
H 2.2576 4.3107 0.5098 0.4 0.8 0.6 0.1245
H 2.6140 2.8784 -0.0999 0.7 -0.9 0.1 0.0951
H 4.3101 4.1438 -1.0874 0.3 0.3 0.0 0.1301
H 5.0601 3.1893 0.2677 0.6 -0.2 -0.8 0.1153
H 6.9383 4.8371 -0.0830 0.0 -0.7 -0.1 0.0893
H 6.7330 6.4273 0.2982 -0.9 0.4 0.4 0.1024
H 5.9169 5.7721 -1.1330 -0.2 0.2 0.0 0.0946
C 5.2956 -0.3042 6.8161 0.9 -0.5 -0.5 -0.0704
O 4.4205 0.2387 5.8489 -0.8 0.5 -0.8 -0.1694
C 3.3737 -0.6260 5.5430 -1.7 -0.9 -1.0 -0.2265
C 2.3623 -0.0599 4.5218 -1.1 1.4 0.7 -0.1680
N 2.8599 0.5068 3.2627 0.2 -0.9 0.8 -0.0932
C 3.5317 -0.5508 2.4875 0.0 0.0 -1.9 -0.1089
C 4.2577 0.1372 1.2995 -2.5 -3.5 -1.3 -0.2583
O 5.0585 1.0685 1.7601 3.2 3.7 1.6 -0.2373
C 6.4404 0.7845 1.8885 0.5 -0.7 0.3 -0.0169
H 4.7876 -0.5212 7.7558 0.0 0.0 0.0 0.1020
H 6.1516 0.3563 6.9540 -0.4 0.4 0.2 0.0991
H 5.7434 -1.1865 6.3587 -0.1 -0.5 0.4 0.0962
H 2.7434 -0.8733 6.3971 0.1 0.2 0.5 0.1354
H 3.5810 -1.6096 5.1213 1.3 -0.2 0.2 0.1240
H 1.8187 0.7448 5.0169 0.1 0.2 0.1 0.0918
H 1.5546 -0.7137 4.1928 0.5 -0.8 0.6 0.0956
H 3.6290 1.0990 3.5418 0.2 0.7 0.0 0.1012
H 2.8946 -1.3814 2.1836 -0.7 0.5 -0.2 0.1143
H 4.2476 -1.1134 3.0866 0.4 0.6 0.3 0.1375
H 3.6626 0.6541 0.5466 -1.2 -0.4 0.2 0.1186
H 4.7129 -0.6542 0.7040 0.6 -0.1 0.1 0.1384
H 7.0098 1.6810 2.1338 -0.3 0.1 -0.2 0.1048
H 6.8108 0.3148 0.9773 0.1 0.2 -0.1 0.1021
H 6.6020 0.0719 2.6973 0.0 -0.1 0.1 0.0990
C 1.3746 -4.6713 -3.8946 0.3 0.9 0.8 -0.0530
C 0.1657 -3.8635 -4.3394 -0.1 -2.6 -1.5 -0.4409
C 0.0084 -4.2102 -5.8640 -1.7 1.1 1.5 -0.0306
O -1.0737 -4.3334 -3.6926 0.9 0.5 -0.3 -0.0705
H 1.6357 -4.4543 -2.8589 0.1 -0.2 0.3 0.0503
H 2.2290 -4.3469 -4.4886 0.1 0.0 -0.1 0.0895
H 1.2722 -5.7482 -4.0283 -0.3 0.2 0.0 0.0995
H 0.2684 -2.7904 -4.1787 0.1 0.1 -0.1 0.1015
H -0.1221 -5.2800 -6.0272 0.7 0.0 0.1 0.0945
H 0.7241 -3.6934 -6.5034 -0.1 -0.3 0.0 0.0928
H -1.0118 -3.8514 -5.9996 0.0 0.4 -1.0 0.0502
H -1.3303 -3.6637 -3.0544 -0.2 -0.3 -0.2 0.0048
C -0.4567 -2.5025 3.5673 -1.2 0.2 1.1 -0.0589
C 0.4995 -3.5886 4.0346 0.0 -0.4 0.8 -0.5135
C -0.2164 -4.9103 4.2847 -1.1 1.0 0.4 -0.0316
O 1.3966 -3.7853 2.9979 1.0 0.3 -1.6 -0.0409
H -1.0615 -2.9232 2.7640 0.3 0.1 -0.6 0.0760
H -0.0129 -1.5394 3.3150 0.3 -0.3 -0.4 0.0513
H -1.2446 -2.2360 4.2717 0.1 -0.2 0.5 0.0883
H 1.1492 -3.3155 4.8661 -0.4 0.3 0.5 0.1362
H -0.9388 -4.9774 3.4713 0.2 -0.7 -0.3 0.0744
H -0.8703 -4.8151 5.1516 0.2 -0.2 0.4 0.0857
H 0.4286 -5.7847 4.3720 0.0 0.3 -0.1 0.0960
H 0.8686 -3.5189 2.2417 0.6 -0.3 -0.8 0.0579
```
Forces are in eV/Å.

Total charge ... +3
Largest force on an atom ... 0.1170 Eh/bohr
2S+1 ... 6
Highest occupied orbital energy (alpha / beta) ... -13.5 / -13.5 eV
Frontier orbital gap (alpha / beta) ... 4.620 / 3.038 eV

=====

No. 3
Entry from the OMol25 dataset: 2 unconnected molecules or ions with the total composition C4H13N4 (ωB97M-V/def2-TZVPD).

```
21
Properties=species:S:1:pos:R:3:forces:R:3:lowdin_charge:R:1
C -2.0040 0.0808 2.2792 0.2 -0.2 -0.4 -0.0089
N 0.1681 2.3293 0.3421 -0.2 -0.5 -0.5 0.1849
C -0.8732 1.6509 0.8145 0.6 0.0 -0.4 -0.1638
N -0.8153 0.8016 1.7831 -0.1 -0.3 0.5 0.0305
H -2.3173 -0.6288 1.5153 -0.1 0.0 0.0 0.0978
H -2.7889 0.7910 2.5131 -0.1 0.0 0.0 0.0981
H -1.7273 -0.4771 3.1658 0.0 0.1 0.1 0.0984
H 1.1052 1.9792 0.5017 0.0 0.2 0.2 0.1348
H 0.0404 2.7673 -0.5618 0.1 0.1 0.2 0.1314
H -1.8297 1.8084 0.3307 -0.1 0.2 0.2 0.1704
H 0.0813 0.5253 2.1735 -0.1 0.2 -0.1 0.1704
C 1.3954 -1.8907 -0.3766 0.4 -0.2 0.0 -0.1599
N 1.3582 -0.3472 -2.6421 -0.3 -0.8 0.2 0.0942
C 0.2388 -0.5552 -1.8514 0.2 0.4 0.0 -0.3343
N 0.1907 -1.1573 -0.7312 0.0 0.0 -0.3 -0.0490
H 1.2824 -2.3719 0.5903 -0.1 0.1 0.1 0.0657
H 2.3168 -1.2924 -0.3632 -0.2 0.2 0.2 0.0748
H 1.6201 -2.6905 -1.0955 -0.3 0.0 0.0 0.0873
H 2.0669 -1.0619 -2.5275 0.1 0.2 -0.1 0.0762
H 1.1378 -0.2003 -3.6124 0.1 0.2 -0.2 0.0906
H -0.6463 -0.0608 -2.2477 -0.1 0.0 0.2 0.1104
```
Forces are in eV/Å.

Total charge ... +1
Largest force on an atom ... 0.0162 Eh/bohr
Energy relative to the best compared isomer or geometry (same formula, charge and spin) ... 26.80 kcal per mole
Highest occupied orbital energy ... -12.8 eV
Frontier orbital gap ... 9.371 eV

=====

| no. | molecular weight (g/mol) | electronic energy (Ha) |
| --- | --- | --- |
| 1 | 667.56 | -3961.9619 |
| 2 | 1406.52 | -3680.8445 |
| 3 | 117.18 | -378.9931 |